Density functional theory data (wB97M-V/def2-TZVPD) for a structure of composition C55H51N2OP4S4Ti in a non-equilibrium geometry.

Output
**2S+1**: 2
**HOMO energy (alpha / beta)**: -0.2328 / -0.2592 Eh
**ΔE to the lowest compared entry with this formula, charge and spin**: 28.4 kJ/mol

Each line ends with the Mulliken charge.
Positions of all 118 atoms, in Å:
H 21.1804 13.8927 10.9747  0.25
C 17.8570 15.9383 14.0612  -0.84
C 7.4156 12.5264 15.0189  -0.50
Ti 11.6274 11.8984 11.0390  -0.21
N 12.1384 11.9940 12.9944  -0.47
H 16.6596 14.4678 20.0178  0.30
C 5.9848 14.1677 8.1286  -0.58
C 17.5576 18.2723 14.4970  -0.67
H 11.5845 17.3075 5.8197  0.48
C 15.9437 13.6935 16.8330  0.50
H 9.3930 13.5733 5.5176  0.38
C 11.5312 16.0638 7.5173  -0.33
H 20.8385 8.1203 15.3163  0.33
C 17.4923 8.0115 15.5133  -0.56
H 5.2352 14.2277 7.3472  0.41
C 11.7789 17.0307 10.5572  -0.24
H 19.5928 12.3481 15.5120  0.38
C 18.5273 11.0212 11.1367  -0.61
C 16.1676 13.9265 19.1854  -0.64
H 12.2709 16.6904 8.0444  0.47
C 7.7764 14.1282 10.1394  0.15
C 16.6284 14.2241 17.8981  -0.02
C 19.5056 9.7306 14.6480  0.19
C 10.2602 15.5973 5.5551  -0.46
H 16.6280 7.4250 15.7650  0.40
C 6.6156 11.2435 13.1659  -0.51
H 15.3633 16.3765 16.4071  0.47
H 10.9740 5.9128 11.1468  0.35
H 12.8599 18.4267 13.4329  0.40
H 19.0013 10.6183 9.1221  0.38
H 19.0548 6.7524 16.2305  0.41
S 13.0668 12.8622 9.6609  -0.63
H 9.3990 8.9688 12.8268  0.30
H 14.2244 12.4855 16.1597  -0.13
H 18.8300 17.4013 12.9786  0.36
C 19.7137 12.8460 12.2074  0.07
C 14.7986 12.9251 17.0330  -0.33
C 15.1303 13.0449 19.4533  -0.52
P 11.5131 14.3330 9.8742  1.53
C 6.5965 11.5572 14.5420  -0.80
H 6.1025 10.3613 12.7490  0.35
H 17.5418 14.7432 17.6577  0.41
H 20.7535 12.4612 8.9088  0.32
H 13.0888 14.4674 12.3343  0.40
C 18.1860 17.2199 13.8386  -0.36
H 10.6119 7.0244 9.2822  0.39
C 18.8231 7.6747 15.7664  -0.39
H 13.6997 11.7138 18.4610  0.39
C 11.1544 16.4193 6.1781  -0.84
O 10.8663 10.3071 10.5558  -0.50
C 18.7253 11.8519 12.3147  0.65
C 6.8080 15.1321 10.1060  -0.59
C 18.1976 10.1266 14.4569  0.34
H 19.9508 13.5121 13.0220  0.38
C 11.1959 7.7022 9.9454  -0.62
H 17.8640 10.1061 11.0623  0.22
H 18.3966 12.4227 16.7982  0.21
C 12.7007 16.3977 13.1096  -1.23
H 6.9503 15.8818 10.8711  0.41
C 10.2276 14.0481 7.4630  -0.53
S 9.9384 8.9683 10.4228  0.29
H 8.9738 7.4235 12.0064  0.45
C 19.8250 8.5198 15.3132  -0.73
C 16.2080 16.6241 15.7689  -0.74
H 11.2322 7.2227 13.3624  0.50
H 14.8701 12.7287 20.4657  0.38
C 16.9410 15.5983 15.0998  0.78
H 7.4383 11.7562 11.2128  0.37
H 18.2073 15.0774 13.5171  0.30
H 11.7076 19.0771 11.2045  0.30
H 5.8468 11.0288 15.0303  0.49
C 10.4177 13.3681 10.8524  0.76
H 13.0965 16.2366 14.0971  0.61
H 16.0825 18.8071 15.8964  0.44
S 8.7862 15.8661 12.4233  -0.60
C 8.1937 12.9504 12.7829  0.77
H 20.3955 10.3520 14.3449  0.26
H 8.6462 12.2670 9.2504  0.46
C 6.9913 13.1856 8.1604  -1.10
S 11.9556 10.6576 15.4185  -0.47
H 8.7277 14.2386 14.4955  0.30
C 5.8705 15.0999 9.1593  -0.63
H 11.8361 8.5242 12.4097  0.02
P 17.5593 11.5244 13.5795  -0.28
C 12.0206 11.4287 14.0397  0.41
C 16.5440 17.9648 15.4481  -0.68
C 11.1126 7.6660 12.4009  -0.36
C 7.3786 11.9447 12.2770  -0.62
H 6.8769 12.4384 7.3832  0.43
H 16.1787 9.3725 14.4171  0.32
C 9.8847 14.3479 6.1135  -0.67
H 12.0348 8.1842 9.3848  0.39
C 12.1133 15.7136 10.8347  0.45
C 18.7622 12.9369 15.8651  -0.98
C 7.8605 13.0868 9.2138  -0.24
H 9.8303 15.8580 4.5704  0.32
H 9.9178 13.0969 7.8439  0.35
C 19.1743 11.3079 9.9320  -0.54
C 14.4727 12.4763 18.3327  -0.31
H 11.3112 17.3131 9.6320  0.59
N 17.6816 12.8190 14.8185  0.16
P 8.9020 14.0518 11.5209  1.31
C 12.6035 15.4195 12.1304  -0.55
C 12.0662 18.0674 11.4861  -1.03
C 9.7607 8.2274 12.0742  -0.57
C 8.2140 13.2928 14.1600  -0.36
H 18.0134 19.2351 14.4075  0.40
C 11.5557 6.8203 11.2170  -0.75
C 12.5790 17.6848 12.7080  -0.27
C 11.0701 14.8959 8.1593  0.59
H 12.6125 6.5963 11.2952  0.36
H 18.9349 13.9529 16.1679  0.36
H 5.0340 15.7778 9.1937  0.42
C 20.1940 12.3136 9.8683  -0.53
C 20.3888 13.0629 11.0124  -0.48
P 16.3510 13.8838 15.1153  0.34
C 17.2028 9.1674 14.7987  -0.40
H 7.3117 12.7928 16.1092  0.31

=====

Density functional theory data (wB97M-V/def2-TZVPD) for a cluster of 2 separate species, CH2BrO3S in total in a non-equilibrium geometry.

Output
**HOMO energy (alpha / beta)**: -0.1456 / -0.1456 Eh
**ΔE to the lowest compared entry with this formula, charge and spin**: 179.2 kJ/mol
**Total charge**: -1

Each line ends with the Mulliken charge.
Positions of all 8 atoms, in Å:
Br -0.7445 1.1544 1.8648  -0.23
H -0.4407 -0.8253 0.5520  0.31
O -2.2944 -1.4409 -1.4688  -0.54
S -2.3188 0.0121 -1.4396  0.95
C -0.4008 0.1432 0.2690  -0.72
H 0.4097 0.6776 -0.2055  0.29
O -1.8905 0.7608 -2.6480  -0.55
O -3.3697 0.6100 -0.6265  -0.52

=====

Density functional theory data (wB97M-V/def2-TZVPD) for a cluster of 3 separate species, C4H15NO2 in total in a non-equilibrium geometry.

Output
**2S+1**: 2
**HOMO energy (alpha / beta)**: 0.0451 / -0.2362 Eh
**ΔE to the lowest compared entry with this formula, charge and spin**: 23.4 kJ/mol
**Total charge**: -1

Each line ends with the Mulliken charge.
Positions of all 22 atoms, in Å:
H -0.5863 1.4844 1.9237  0.40
O -2.4976 2.2895 0.0490  -0.89
H -2.1431 2.9829 -0.5356  0.73
C 1.3753 -0.8637 1.0204  -0.67
H 0.4031 0.1598 -1.5813  0.42
H -0.4599 -0.6960 2.0875  0.07
H 1.6965 -0.6306 -2.4338  0.60
H 0.4780 -1.5900 -1.5504  0.33
H 2.8117 -1.3216 -0.5531  0.49
N -0.0642 1.1673 1.1216  -0.55
C 1.0787 -0.6806 -1.5409  -1.87
H 0.8660 1.5297 1.3329  0.27
H -3.2983 -1.2023 -1.4776  0.38
C -0.0229 -0.3208 1.1747  -1.24
H -0.7026 -0.7122 0.4178  0.20
H -1.6923 1.7410 0.1755  0.15
C 2.0341 -0.5870 -0.3339  -0.45
H -2.5157 0.0675 -1.0761  0.33
H 1.3638 -1.9390 1.2295  0.49
O -2.5796 -0.8876 -0.9158  -0.81
H 1.9962 -0.3878 1.7846  0.41
H 2.4590 0.3972 -0.3186  0.23

=====

Density functional theory data (wB97M-V/def2-TZVPD) for the molecule C5H10O in a non-equilibrium geometry.

Output
**Structure (SMILES)**: C[C@@H](O)C1CC1
**HOMO energy**: -0.3589 Eh
**ΔE to the lowest compared entry with this formula, charge and spin**: 218.7 kJ/mol

Each line ends with the Mulliken charge.
Positions of all 16 atoms, in Å:
H -2.7306 1.1070 0.4429  0.33
H -0.0159 -1.2607 -1.2498  0.42
C -0.7654 0.6387 -0.3658  0.20
H 2.4463 0.5327 0.0985  0.38
H 2.2903 -0.6157 -1.2626  0.32
H -1.0993 0.9111 -1.3836  0.23
H 0.9209 1.3431 -0.3040  0.42
O 0.0476 1.6607 0.1625  -0.62
H -1.7922 -0.0005 1.4664  0.33
C 1.0430 -0.9641 0.6295  -0.33
H -2.5405 -0.5820 -0.0353  0.34
H 1.3194 -1.9964 0.7524  0.31
C -2.0239 0.2726 0.4322  -1.26
H 0.9131 -0.3658 1.5320  0.24
C 0.2102 -0.5126 -0.4883  -0.34
C 1.7767 -0.1680 -0.4270  -0.98

=====

Density functional theory data (wB97M-V/def2-TZVPD) for a cluster of 2 separate species, CH4N2OS in total in a non-equilibrium geometry.

Output
**2S+1**: 3
**HOMO energy (alpha / beta)**: -0.3020 / -0.3235 Eh
**ΔE to the lowest compared entry with this formula, charge and spin**: 231.2 kJ/mol

Each line ends with the Mulliken charge.
Positions of all 9 atoms, in Å:
H -2.4463 0.6654 -0.5297  0.17
S -2.0236 -0.4992 -0.7902  -0.14
N 0.0928 -0.2826 0.5412  0.23
O 0.2258 -0.6770 2.7298  -0.48
N 0.6231 -0.4238 1.6096  -0.01
H 0.4583 1.2782 -0.7814  0.30
H 1.9282 0.0901 -0.6060  0.33
H 0.3758 -0.3714 -1.5525  0.22
C 0.7659 0.2203 -0.6208  -0.63

=====

Density functional theory data (wB97M-V/def2-TZVPD) for a structure of composition C16H21BFMnN4.

Output
**2S+1**: 6
**HOMO energy (alpha / beta)**: -0.1395 / -0.1773 Eh
**Total charge**: -1

Each line ends with the Mulliken charge.
Positions of all 44 atoms, in Å:
C 0.3494 -1.6911 -2.1740  -0.71
C -1.4395 -2.7953 1.4170  -0.38
N -1.1768 0.9620 -0.7421  -0.43
N -1.4923 -1.5913 0.8457  0.39
H -3.0032 -4.1172 2.2981  0.37
C -0.8887 1.8378 -1.7042  -0.27
C -3.5310 -2.1535 1.4244  -0.21
H -2.1598 3.0417 -3.0847  0.38
H 2.0585 -2.6231 1.1078  -0.09
H 2.2608 -3.9615 -3.9359  0.40
H -0.4938 -3.3073 1.4978  0.43
H 2.1171 -2.8513 -1.7382  0.29
H -4.1393 1.7344 -1.6835  0.42
N -2.7765 -1.2097 0.8467  -0.14
C 1.3629 -2.6128 -2.4846  0.23
C -0.4903 -2.0657 -4.4599  -0.92
H -4.4441 0.0705 0.0918  -0.17
H -1.2059 -1.8649 -5.2484  0.41
H 1.9244 0.3518 1.6888  0.39
Mn 0.2285 -0.6986 -0.2548  0.04
H 0.1417 2.0438 -1.9482  0.43
H -4.5936 -2.0096 1.5183  0.43
N -2.5157 0.8584 -0.6917  0.52
H 4.3995 -1.8839 0.7753  0.39
C 3.9412 -1.8941 1.7665  -1.73
C -2.0594 2.3317 -2.2830  -0.87
C -0.5648 -1.4498 -3.2138  0.63
C 1.8044 -1.8003 3.0563  -1.76
H -3.2550 0.9279 1.4525  -0.18
H 2.0099 -2.7514 3.5573  0.37
H 4.2273 -2.8268 2.2649  0.40
C -2.7142 -3.2005 1.8153  -0.99
F 0.6233 -3.5752 -5.9027  -0.36
C 1.4708 -3.2529 -3.7174  -0.84
C 2.4221 -1.7407 1.6595  1.54
H 4.3640 -1.0602 2.3343  0.34
H 0.7231 -1.6576 3.0130  0.35
H -1.3805 -0.7485 -3.0539  0.16
B -3.3059 0.2086 0.4786  -0.04
C 1.9916 -0.4498 0.9389  -1.40
C -3.0678 1.6769 -1.5984  -0.35
H 2.7910 -0.1381 0.2484  0.45
H 2.2127 -0.9973 3.6773  0.45
C 0.5337 -2.9603 -4.6830  0.65

=====

Number 1: E_tot -166499.62060 eV. Number 2: E_tot -88089.54011 eV. Number 3: E_tot -9975.19337 eV. Number 4: E_tot -7392.49890 eV. Number 5: E_tot -16958.74667 eV. Number 6: E_tot -57609.30884 eV.